# 1
Here is a structure of composition C38H55IrN3O8PS2 from OMol25. Energies are from ωB97M-V with the def2-TZVPD basis set.

Last column: Mulliken charge in e.
Positions of all 108 atoms, in Å:
Ir -0.233 0.229 0.269  2.715
C -5.570 3.655 -0.788  -1.568
C -4.889 2.360 -0.454  1.057
C -5.295 1.167 -1.037  -0.741
C -4.663 -0.031 -0.738  -0.560
C -3.628 -0.042 0.186  -0.705
C -3.241 1.129 0.819  -0.363
C -3.846 2.325 0.470  -0.918
S -2.994 -1.630 0.659  1.395
O -3.390 -1.869 2.021  -0.770
O -3.417 -2.575 -0.343  -0.624
N -1.330 -1.470 0.635  0.783
C -0.621 -2.661 0.891  0.426
C -1.154 -3.926 1.030  -0.787
C -0.326 -5.036 1.286  -1.152
C 1.031 -4.918 1.417  -0.933
C 1.622 -3.640 1.303  1.371
C 3.008 -3.395 1.458  -0.979
C 3.492 -2.120 1.360  -1.378
C 2.601 -1.067 1.093  -0.198
N 1.320 -1.279 0.938  0.154
C 0.798 -2.526 1.038  -0.346
H -6.375 3.503 -1.502  0.361
H -4.864 4.366 -1.217  0.315
H -5.992 4.113 0.106  0.411
H -6.111 1.173 -1.747  0.333
H -4.964 -0.950 -1.210  0.527
H -2.489 1.116 1.595  1.002
H -3.516 3.241 0.940  0.413
H -2.212 -4.092 0.939  0.641
H -0.793 -6.007 1.382  0.411
H 1.656 -5.777 1.616  0.446
H 3.667 -4.226 1.657  0.436
H 4.543 -1.901 1.473  0.535
H 2.935 -0.040 1.013  0.488
C 0.164 1.532 5.742  -1.173
N 0.315 1.268 4.323  0.148
C 1.275 0.276 3.886  -0.689
C -0.488 1.823 3.415  0.535
C -1.454 2.892 3.854  -1.603
O -0.477 1.499 2.215  -0.855
H 0.734 0.789 6.292  0.447
H -0.879 1.452 6.049  0.379
H 0.542 2.520 6.008  0.305
H 2.031 0.161 4.659  0.568
H 1.751 0.637 2.976  -0.085
H 0.789 -0.685 3.707  0.271
H -1.082 3.484 4.685  0.588
H -2.400 2.435 4.150  0.318
H -1.627 3.536 2.997  0.247
O -0.188 -0.265 -2.144  -0.973
P 0.198 0.556 -3.358  0.401
C 1.933 0.360 -3.960  0.351
C 3.017 0.725 -2.941  -1.992
C 3.214 -0.378 -1.921  1.130
C 3.509 -1.729 -2.559  -1.615
C 2.410 -2.092 -3.550  -0.075
C 2.268 -0.992 -4.593  -1.596
C -0.806 0.098 -4.832  0.758
C -0.974 -1.438 -4.949  -0.618
C -2.436 -1.871 -4.983  -1.609
C -3.192 -1.264 -3.812  -0.342
C -3.137 0.274 -3.841  0.765
C -2.166 0.793 -4.894  -0.946
C 0.115 2.354 -2.981  1.301
C -1.063 2.762 -2.076  1.300
C -2.127 3.664 -2.688  -0.351
C -1.504 4.798 -3.485  -1.274
C -0.693 4.224 -4.633  -0.797
C 0.447 3.339 -4.130  -1.008
H 1.971 1.107 -4.764  0.955
H 2.809 1.660 -2.422  0.202
H 3.949 0.873 -3.501  0.602
H 2.296 -0.457 -1.337  -0.778
H 4.013 -0.087 -1.238  0.784
H 3.592 -2.497 -1.786  0.486
H 4.472 -1.696 -3.080  0.410
H 1.470 -2.214 -3.006  -0.026
H 2.629 -3.042 -4.043  0.402
H 1.554 -1.266 -5.371  0.263
H 3.235 -0.869 -5.096  0.630
H -0.211 0.463 -5.676  1.179
H -0.502 -1.930 -4.096  -0.107
H -0.467 -1.796 -5.848  0.335
H -2.481 -2.961 -4.932  0.577
H -2.901 -1.587 -5.931  0.462
H -2.743 -1.633 -2.889  -0.276
H -4.227 -1.611 -3.818  0.595
H -2.840 0.647 -2.860  -1.103
H -4.126 0.695 -4.044  0.834
H -2.045 1.873 -4.792  -0.551
H -2.581 0.630 -5.893  0.677
H 0.980 2.408 -2.310  -1.511
H -0.633 3.292 -1.209  0.451
H -1.540 1.860 -1.668  -1.832
H -2.726 4.070 -1.868  0.240
H -2.816 3.102 -3.327  0.198
H -0.853 5.384 -2.832  0.406
H -2.275 5.473 -3.864  0.487
H -0.264 5.027 -5.237  0.485
H -1.361 3.667 -5.299  0.177
H 1.232 4.000 -3.751  0.515
H 0.887 2.816 -4.981  0.276
O 2.728 2.103 1.351  -0.825
S 1.911 2.675 0.295  1.865
O 2.651 3.214 -0.824  -0.766
O 1.170 1.373 -0.373  -0.469
O 0.843 3.528 0.779  -0.659

Summary:
**Highest occupied orbital energy (spin up / spin down)**: -0.2934 / -0.3111 hartree
**Spin multiplicity**: 5
**HOMO-LUMO gap (spin up / spin down)**: 7.66 / 6.65 eV

---

# 2
Here is a cluster of 2 separate species, C29H49BrN4O4 in total from OMol25. Energies are from ωB97M-V with the def2-TZVPD basis set.

Last column: Mulliken charge in e.
Positions of all 87 atoms, in Å:
O -5.200 2.555 -1.751  -0.499
C -6.005 1.739 -2.437  0.210
O -5.862 1.341 -3.846  -0.292
C -5.578 2.484 -4.727  -0.485
C -4.336 2.008 -5.719  -0.327
C -3.106 3.089 -5.812  -0.838
C -1.919 2.872 -4.686  -0.603
N -1.588 1.409 -4.485  0.403
C -1.262 0.537 -5.705  -0.194
C -1.004 -0.971 -5.085  -0.149
Br -0.574 -2.641 -6.120  -0.042
N -1.211 -0.742 -3.598  0.407
C -1.103 -1.867 -2.555  -0.545
C -2.675 -2.185 -2.106  -0.120
C -2.904 -2.198 -0.481  -0.372
C -4.496 -1.876 -0.109  -0.082
O -4.653 -1.735 1.372  -0.523
C -1.548 0.690 -3.152  -0.337
C -1.784 1.221 -1.618  0.554
C -0.845 2.554 -1.254  -0.555
C 0.579 2.118 -0.503  -0.226
C 1.537 3.424 -0.150  -0.812
N 1.656 3.679 1.337  0.189
C 2.518 3.063 2.417  -0.313
C 2.253 3.692 3.937  -0.472
C 1.111 4.869 3.686  -0.476
C 0.821 4.732 2.057  -0.211
H -6.897 1.241 -1.824  0.351
H -6.536 2.658 -5.414  0.266
H -5.373 3.497 -4.179  0.373
H -4.811 1.925 -6.805  0.394
H -4.023 0.926 -5.402  0.190
H -2.582 2.908 -6.869  0.288
H -3.495 4.205 -5.846  0.395
H -0.971 3.520 -4.984  0.304
H -2.358 3.270 -3.652  0.338
H -1.245 0.890 -6.845  0.329
H -0.425 -1.577 -1.637  0.077
H -0.714 -2.811 -3.149  0.316
H -3.042 -3.182 -2.650  0.422
H -3.386 -1.329 -2.538  -0.013
H -2.272 -1.378 0.088  0.100
H -2.626 -3.287 -0.080  0.351
H -4.860 -0.863 -0.592  -0.051
H -5.231 -2.723 -0.495  0.245
H -5.292 -0.967 1.549  0.329
H -2.910 1.372 -1.337  0.219
H -1.376 0.364 -0.900  -0.407
H -1.411 3.290 -0.506  0.285
H -0.521 3.106 -2.245  0.260
H 0.397 1.483 0.477  0.270
H 1.243 1.432 -1.218  0.228
H 2.648 3.291 -0.564  0.300
H 1.135 4.414 -0.644  0.343
H 3.311 2.213 2.258  0.428
H 2.732 3.411 4.967  0.308
H 0.618 5.614 4.467  0.285
H 0.023 5.454 1.545  0.237
C 5.236 -4.118 3.845  -1.723
C 4.680 -2.830 4.523  1.825
C 3.410 -3.168 5.361  -1.276
C 2.176 -3.433 4.514  -0.540
C 1.925 -2.290 3.531  -1.171
C 3.169 -1.963 2.661  1.816
N 4.417 -1.787 3.472  0.220
O 4.335 -0.541 4.116  -0.498
C 3.367 -3.087 1.612  -1.854
C 2.841 -0.707 1.788  -1.620
C 5.812 -2.414 5.517  -1.861
H 6.065 -4.563 4.413  0.469
H 4.479 -4.903 3.752  0.323
H 5.648 -3.914 2.849  0.322
H 3.192 -2.337 6.045  0.398
H 3.608 -4.039 5.994  0.350
H 2.274 -4.383 3.978  0.291
H 1.308 -3.541 5.171  0.388
H 1.074 -2.552 2.893  0.353
H 1.621 -1.404 4.100  0.393
H 4.285 -2.929 1.030  0.391
H 2.537 -3.113 0.895  0.340
H 3.407 -4.089 2.041  0.396
H 2.547 0.160 2.390  0.215
H 2.000 -0.907 1.112  0.132
H 3.698 -0.422 1.168  0.608
H 6.737 -2.160 4.988  0.448
H 6.045 -3.235 6.211  0.465
H 5.535 -1.562 6.149  0.350

Summary:
**Highest occupied orbital energy**: -0.3381 hartree
**Net charge**: +1
**Spin multiplicity**: 2
**HOMO-LUMO gap**: 5.79 eV

---

# 3
Here is a structure of composition C5H9N4 from OMol25. Energies are from ωB97M-V with the def2-TZVPD basis set.

Last column: Mulliken charge in e.
Positions of all 18 atoms, in Å:
C -0.781 -0.699 1.785  -0.066
C -0.439 1.194 -1.173  -0.033
C 1.676 0.642 -0.086  -0.727
C 1.077 -0.617 0.476  -0.006
C -0.539 -1.140 -0.411  -0.297
N 0.438 -0.367 1.765  -0.540
N -1.328 -1.241 0.707  -0.228
N -0.976 0.006 -1.231  -0.155
N 0.663 1.521 -0.562  -0.095
H -1.306 -0.481 2.797  0.360
H -1.074 2.053 -1.446  0.344
H 2.277 1.138 0.702  0.384
H 2.325 0.508 -0.881  0.407
H 1.532 -1.571 0.357  0.499
H -0.371 -2.137 -0.828  0.388
H -2.412 -1.290 0.528  0.298
H -1.777 0.071 -1.821  0.235
H 1.014 2.412 -0.679  0.231

Summary:
**Highest occupied orbital energy**: -0.4838 hartree
**Net charge**: +1
**HOMO-LUMO gap**: 9.73 eV

---

# 4
Here is the ion C3H9NOS with charge -1 from OMol25. Energies are from ωB97M-V with the def2-TZVPD basis set.

Last column: Mulliken charge in e.
Positions of all 15 atoms, in Å:
C -0.050 -0.627 0.479  -0.992
C 0.999 -0.148 -0.547  -1.366
S 0.744 -1.391 -1.815  -0.100
N -0.145 0.248 1.646  -0.084
C -0.465 1.584 1.331  -1.218
O -1.841 1.512 0.877  -0.098
H 0.120 -1.642 0.900  0.400
H -1.138 -0.727 0.032  0.302
H 0.856 1.014 -0.535  0.459
H 2.014 0.067 -0.240  0.596
H 1.763 -1.205 -2.566  0.208
H -0.584 -0.204 2.422  0.213
H 0.243 2.059 0.547  0.323
H -0.322 2.268 2.272  0.183
H -2.025 1.947 0.097  0.175

Summary:
**Highest occupied orbital energy (spin up / spin down)**: 0.0406 / -0.1933 hartree
**Net charge**: -1
**Spin multiplicity**: 2
**HOMO-LUMO gap (spin up / spin down)**: 2.18 / 8.94 eV

---

Number 1: maximum force 1.035 eV Å⁻¹. Number 2: maximum force 8.269 eV Å⁻¹. Number 3: maximum force 5.509 eV Å⁻¹. Number 4: maximum force 3.206 eV Å⁻¹.